No. 1
{
  "formula": "C3H7NOS2",
  "method": "wB97M-V/def2-TZVPD",
  "species": ["H", "H", "O", "N", "H", "H", "C", "C", "H", "H", "S", "S", "H", "C"],
  "xyz": [[0.9193, -0.8894, -1.4172], [-1.4111, -0.0103, -2.3669], [-2.6247, 1.0156, -1.0226], [1.0373, 0.0397, -0.9765], [2.0451, -1.8700, 2.8569], [-1.5101, 0.0945, 1.0204], [-1.5028, 0.6765, -1.3758], [-0.2361, 0.6202, -0.4830], [-0.5208, -1.2292, 0.5227], [1.6437, 0.5846, -1.6468], [0.3492, 0.1813, 2.3293], [2.2243, -0.8171, 1.9478], [0.0864, 1.7407, -0.2350], [-0.4998, -0.1371, 0.8466]],
  "forces_ev_per_a": [[-0.062, 0.669, 0.531], [0.091, 1.717, 1.412], [2.441, 0.036, -0.456], [0.128, -0.039, -1.952], [0.074, 1.047, -0.830], [-1.600, 0.239, 0.899], [-1.443, -2.691, -0.616], [2.787, 2.830, 0.893], [0.243, 1.069, 0.828], [-1.436, -0.413, 1.062], [1.990, -0.456, 0.144], [-1.177, -0.400, 1.197], [-1.047, -2.105, -0.344], [-0.990, -1.504, -2.769]],
  "mulliken_charge": [0.211, 0.202, -0.453, -0.491, 0.161, 0.396, -0.044, 0.273, 0.341, 0.226, -0.085, -0.221, 0.302, -0.820],
  "de_lowest_ev": 2.162,
  "largest_force_ev_per_a": 4.1,
  "gap_ha": 0.344,
  "energy_ev": -28431.0802
}

---

No. 2
{
  "formula": "C2H4O4",
  "method": "wB97M-V/def2-TZVPD",
  "species": ["C", "O", "O", "H", "O", "C", "H", "H", "O", "H"],
  "xyz": [[1.8231, 0.5871, 0.0531], [-1.1929, -0.3498, 1.0247], [2.7817, 1.2916, 0.0009], [1.7380, -0.2680, 0.7495], [0.6225, 0.9408, -0.5184], [-1.7624, -1.3302, 0.2946], [-2.2105, -2.0252, 1.0176], [0.9880, 1.5595, -1.1820], [-2.1276, -1.2821, -0.8387], [-1.0818, 0.4732, 0.5383]],
  "forces_ev_per_a": [[-1.019, 0.391, 1.804], [0.192, -0.517, 0.251], [0.436, -0.228, -0.661], [-0.145, -0.009, -0.607], [1.786, -0.296, -0.668], [-2.210, 1.048, 1.121], [0.802, -0.751, -0.077], [-0.920, 0.309, 0.020], [0.856, 0.049, -0.563], [0.222, 0.003, -0.619]],
  "mulliken_charge": [0.244, -0.389, -0.452, 0.320, -0.452, 0.212, 0.314, 0.314, -0.440, 0.328],
  "de_lowest_ev": 0.901,
  "largest_force_ev_per_a": 2.7,
  "gap_ha": 0.423,
  "energy_ev": -10328.4987
}